Entry 1:
{
  "formula": "C5H16BNO5P",
  "method": "ωB97M-V/def2-TZVPD",
  "total_charge": -1,
  "e_tot_ha": -997.33647,
  "e_lumo_ev": 3.019,
  "symbols": ["O", "B", "O", "C", "C", "O", "P", "O", "H", "H", "H", "H", "H", "H", "H", "H", "H", "C", "O", "N", "C", "C", "H", "H", "H", "H", "H", "H", "H"],
  "xyz": [[-1.7272, 3.2687, 0.5771], [-0.8654, 2.3761, 1.2117], [-1.4492, 1.5591, 2.1946], [0.6842, 2.1535, 0.9011], [1.4292, 3.1667, -0.0187], [2.4648, 2.4679, -0.6668], [1.7493, 0.9732, -1.2402], [0.6283, 0.9341, 0.1569], [-1.2233, 3.9899, 0.2232], [-0.8248, 0.8708, 2.3640], [1.2190, 2.0459, 1.8660], [1.9311, 4.0179, 0.4532], [0.6532, 3.5865, -0.6831], [2.7295, 0.9633, -2.3030], [2.5788, 0.1181, -0.3977], [0.9760, -0.1337, -1.7375], [0.8773, 1.8413, -2.0405], [0.3581, -2.1694, -0.1215], [1.1575, -2.3285, -1.0115], [-0.8574, -2.7786, -0.0624], [-1.7752, -2.5499, 1.0310], [-1.2387, -3.6770, -1.1326], [0.5543, -1.5030, 0.7289], [-1.9873, -3.4953, 1.5404], [-2.7092, -2.1300, 0.6493], [-1.3447, -1.8521, 1.7456], [-0.5188, -4.4957, -1.2010], [-1.2373, -3.1393, -2.0825], [-2.2321, -4.0806, -0.9443]],
  "nbo_charge": [-0.90, 1.11, -0.90, -0.28, -0.09, -0.82, 0.98, -0.85, 0.48, 0.48, 0.15, 0.17, 0.13, -0.16, -0.17, -0.14, -0.20, 0.54, -0.61, -0.45, -0.39, -0.41, 0.13, 0.17, 0.19, 0.21, 0.20, 0.21, 0.19]
}

Entry 2:
{
  "formula": "C5H16IN2O3",
  "method": "ωB97M-V/def2-TZVPD",
  "total_charge": -1,
  "e_tot_ha": -833.17944,
  "e_lumo_ev": 3.252,
  "de_lowest_ev": 0.000,
  "symbols": ["I", "C", "C", "O", "H", "H", "H", "H", "H", "H", "C", "C", "O", "H", "H", "H", "H", "H", "H", "C", "O", "N", "N", "H", "H", "H", "H"],
  "xyz": [[-0.5239, 0.7971, 0.2419], [-0.7599, -4.5577, -0.3153], [-0.9338, -3.0652, -0.0612], [-1.0941, -2.3891, -1.2849], [-0.8306, -5.1132, 0.6215], [0.1594, -4.7685, -0.8599], [-1.6001, -4.9063, -0.9259], [-0.1050, -2.6828, 0.5439], [-1.8166, -2.9339, 0.5871], [-0.6972, -1.5079, -1.1944], [5.1317, 0.9338, 0.4709], [3.6715, 0.7436, 0.7827], [2.9304, 1.7201, 0.0873], [5.3867, 0.8487, -0.5851], [5.7745, 0.2170, 1.0011], [5.4866, 1.9066, 0.8298], [3.5418, 0.8287, 1.8688], [3.3338, -0.2500, 0.4665], [2.0332, 1.3704, -0.0444], [-3.9994, 3.2143, -0.3279], [-4.8469, 4.0980, -0.4473], [-2.9876, 3.0599, -1.2431], [-4.0026, 2.3100, 0.7062], [-2.2243, 2.4229, -1.0699], [-3.0667, 3.7223, -1.9887], [-3.2049, 1.6934, 0.7791], [-4.7559, 2.2876, 1.3613]],
  "nbo_charge": [-0.91, -0.62, -0.06, -0.75, 0.19, 0.20, 0.20, 0.17, 0.15, 0.50, -0.62, -0.06, -0.75, 0.20, 0.19, 0.20, 0.15, 0.16, 0.50, 0.78, -0.71, -0.87, -0.86, 0.43, 0.40, 0.42, 0.39]
}

Entry 3:
{
  "formula": "C5H16N2",
  "method": "ωB97M-V/def2-TZVPD",
  "total_charge": 0,
  "e_tot_ha": -309.50170,
  "e_lumo_ev": 1.077,
  "de_lowest_ev": 2.928,
  "symbols": ["C", "C", "C", "N", "H", "H", "H", "H", "H", "H", "H", "H", "H", "C", "C", "N", "H", "H", "H", "H", "H", "H", "H"],
  "xyz": [[-1.0853, -1.4427, -1.4594], [-1.5537, 0.1739, 0.6126], [-2.2371, 1.3265, -0.1162], [-0.3328, -0.8278, -2.3037], [-0.8577, -0.2611, -2.9677], [0.8447, 0.0335, -1.2607], [-2.1736, -1.4842, -1.5099], [-0.6138, -2.1474, -0.7841], [-1.2904, 0.4854, 1.6315], [-2.2567, -0.6418, 0.7972], [-1.5268, 2.1379, -0.3079], [-2.6108, 1.0056, -1.0925], [-3.0776, 1.7523, 0.4384], [2.1246, -0.4398, 0.3506], [2.3460, -0.0133, 1.7966], [1.0954, 0.3865, -0.2891], [-0.2300, 0.1912, 0.2450], [1.3923, 1.3546, -0.3630], [1.7694, -1.4721, 0.3139], [3.0685, -0.3989, -0.2081], [3.0533, -0.6809, 2.2861], [2.7438, 1.0007, 1.8421], [1.4083, -0.0383, 2.3484]],
  "nbo_charge": [0.02, -0.80, -0.61, -0.70, 0.34, 0.43, 0.17, 0.17, 0.19, 0.19, 0.19, 0.18, 0.20, -0.21, -0.62, -0.84, 0.34, 0.37, 0.19, 0.18, 0.21, 0.20, 0.22]
}

Entry 4:
{
  "formula": "C5H16N2O",
  "method": "ωB97M-V/def2-TZVPD",
  "smiles": "CC[C@H](N)CNC.O",
  "total_charge": 0,
  "e_tot_ha": -384.82059,
  "e_lumo_ev": 0.881,
  "de_lowest_ev": 1.020,
  "symbols": ["N", "C", "C", "C", "C", "N", "C", "H", "H", "H", "H", "H", "H", "H", "H", "H", "H", "H", "H", "H", "H", "H", "H", "O"],
  "xyz": [[-1.6729, -1.1711, 0.4480], [0.4578, -0.0403, -2.4973], [-0.7627, -0.0572, -1.5126], [-0.4143, -0.8225, -0.2536], [0.3353, 0.0566, 0.7683], [1.7696, 0.0510, 0.4904], [2.5518, 0.7267, 1.5001], [-2.3702, -1.4145, -0.2470], [-1.4696, -1.9565, 1.0545], [1.1376, 0.7200, -2.1274], [0.1263, 0.3202, -3.4676], [0.7989, -1.0675, -2.4846], [-1.6190, -0.4169, -2.1430], [-1.0648, 0.9770, -1.3358], [0.2319, -1.6833, -0.4599], [0.1404, -0.3018, 1.7874], [-0.0253, 1.1047, 0.7045], [1.9433, -0.9170, 0.2565], [2.5222, 0.1758, 2.4663], [2.1688, 1.7430, 1.5738], [3.6053, 0.7131, 1.2322], [-2.9374, 1.0240, 2.1432], [-2.7115, 0.7237, 0.7667], [-2.7415, 1.5128, 1.3370]],
  "nbo_charge": [-0.86, -0.60, -0.41, -0.06, -0.21, -0.64, -0.41, 0.36, 0.37, 0.22, 0.20, 0.20, 0.20, 0.21, 0.16, 0.16, 0.20, 0.35, 0.16, 0.20, 0.20, 0.46, 0.48, -0.95]
}

Entry 5:
{
  "formula": "C5H16N2O",
  "method": "ωB97M-V/def2-TZVPD",
  "smiles": "C[C@@H](N)CN(C)C.O",
  "total_charge": 0,
  "e_tot_ha": -384.72561,
  "e_lumo_ev": 0.930,
  "de_lowest_ev": 3.605,
  "symbols": ["C", "N", "C", "C", "C", "C", "N", "H", "H", "H", "H", "H", "H", "H", "H", "H", "H", "H", "H", "H", "H", "H", "H", "O"],
  "xyz": [[-0.0820, -0.6232, -0.1945], [1.2347, -0.9675, 0.3825], [1.3691, -0.3187, 1.7636], [1.2424, -2.4438, 0.7261], [-0.0923, 0.6757, -0.9871], [0.9429, 0.7243, -2.0912], [-1.5161, 0.7429, -1.5070], [-0.9187, -0.7082, 0.6461], [-0.3671, -1.4573, -0.8050], [2.2747, 0.3201, 1.5754], [0.4494, 0.3267, 1.9918], [1.6194, -1.0413, 2.4753], [0.7407, -3.0975, 0.2301], [1.1217, -2.5489, 1.8368], [2.4425, -2.7560, 0.3692], [0.0140, 1.4910, -0.1740], [1.2520, -0.3609, -2.2104], [0.3801, 1.0334, -3.0233], [1.9725, 1.2017, -2.1526], [-1.7765, -0.0506, -2.0441], [-1.5407, 1.7557, -1.8971], [-2.6809, 1.3380, 2.2544], [-2.8556, 1.8044, 0.7286], [-2.5548, 2.0295, 1.5961]],
  "nbo_charge": [-0.22, -0.45, -0.43, -0.39, -0.08, -0.66, -0.88, 0.17, 0.18, 0.21, 0.20, 0.19, 0.18, 0.18, 0.18, 0.20, 0.22, 0.21, 0.24, 0.37, 0.38, 0.48, 0.49, -0.96]
}

Entry 6:
{
  "formula": "C5H16N2O",
  "method": "ωB97M-V/def2-TZVPD",
  "smiles": "CCC[C@@H](N)CN.O",
  "total_charge": 0,
  "e_tot_ha": -384.80851,
  "e_lumo_ev": 0.545,
  "de_lowest_ev": 1.349,
  "symbols": ["N", "C", "C", "C", "C", "C", "N", "H", "H", "H", "H", "H", "H", "H", "H", "H", "H", "H", "H", "H", "H", "H", "H", "O"],
  "xyz": [[-1.6354, 0.8073, -0.4265], [-0.4703, 0.4324, 0.3732], [0.6058, -0.1629, -0.5782], [1.3246, 0.7893, -1.5098], [1.5510, 2.2083, -0.9437], [-1.0013, -0.3591, 1.5862], [0.0419, -0.9673, 2.4664], [-1.4855, 1.4215, -1.2046], [-2.3398, 0.1003, -0.5460], [-0.0935, 1.3907, 0.7727], [1.3648, -0.6637, 0.0475], [0.1406, -1.0230, -1.0448], [0.7140, 0.9296, -2.4112], [2.1788, 0.2851, -1.9308], [0.6633, 2.8132, -1.1400], [1.6336, 2.1698, 0.1458], [2.3527, 2.6390, -1.5655], [-1.5816, 0.4033, 2.1230], [-1.6064, -1.2119, 1.2630], [-0.4856, -1.6746, 2.9520], [0.8414, -1.2300, 1.9117], [-1.2409, -3.4208, -0.6697], [-0.8904, -2.8484, 0.6258], [-0.5818, -2.8281, -0.2966]],
  "nbo_charge": [-0.88, -0.05, -0.43, -0.40, -0.62, -0.21, -0.86, 0.37, 0.37, 0.18, 0.17, 0.24, 0.19, 0.21, 0.20, 0.21, 0.22, 0.20, 0.14, 0.36, 0.37, 0.47, 0.47, -0.93]
}

Entry 7:
{
  "formula": "C5H16N2O",
  "method": "ωB97M-V/def2-TZVPD",
  "total_charge": 0,
  "e_tot_ha": -384.74263,
  "e_lumo_ev": 0.799,
  "de_lowest_ev": 3.141,
  "symbols": ["C", "C", "C", "C", "O", "H", "H", "H", "H", "H", "H", "H", "H", "H", "H", "C", "N", "N", "H", "H", "H", "H", "H", "H"],
  "xyz": [[0.8565, -0.0145, 1.3355], [2.0741, 0.8376, 1.1340], [-0.3904, 0.5611, 1.3799], [1.1005, -1.3552, 1.9656], [1.1549, -0.9100, -0.8568], [0.9793, -1.8585, -0.8440], [1.4600, -1.2183, 2.9872], [2.8096, 0.3045, 0.5355], [2.5226, 1.0784, 2.1009], [1.8283, 1.7617, 0.6170], [-1.1880, 0.0469, 1.9041], [-0.4620, 1.6424, 1.3761], [-0.9435, 0.4812, -0.2410], [1.8605, -1.9023, 1.4088], [0.1912, -1.9513, 2.0055], [-2.1749, -0.4879, -1.7388], [-1.0109, 0.3124, -1.3696], [-0.9132, 1.5777, -2.0131], [0.1889, -0.3297, -1.2815], [-0.7520, 1.4340, -3.0067], [-1.7815, 2.1013, -1.9021], [-3.1146, 0.0361, -1.5266], [-2.1516, -1.4148, -1.1657], [-2.1440, -0.7327, -2.8041]],
  "nbo_charge": [0.26, -0.67, -0.66, -0.66, -1.06, 0.45, 0.22, 0.24, 0.21, 0.22, 0.21, 0.22, 0.43, 0.22, 0.21, -0.42, -0.51, -0.65, 0.48, 0.35, 0.33, 0.18, 0.21, 0.20]
}

Entry 8:
{
  "formula": "C5H16N2O",
  "method": "ωB97M-V/def2-TZVPD",
  "smiles": "C[C@H](N)CN(C)C.O",
  "total_charge": 0,
  "e_tot_ha": -384.84011,
  "e_lumo_ev": 0.870,
  "de_lowest_ev": 0.489,
  "symbols": ["N", "C", "C", "C", "N", "C", "C", "H", "H", "H", "H", "H", "H", "H", "H", "H", "H", "H", "H", "H", "H", "H", "H", "O"],
  "xyz": [[1.1959, 0.8491, 1.6494], [0.7860, -0.3653, 0.9111], [-0.0613, -1.2537, 1.8023], [0.0180, 0.0623, -0.3395], [-0.3421, -1.0837, -1.1829], [0.2332, -0.9920, -2.5141], [-1.7795, -1.2867, -1.2515], [1.1789, 0.6655, 2.6477], [2.1462, 1.1043, 1.4126], [1.6624, -0.9338, 0.5779], [-0.3472, -2.1648, 1.2751], [0.4878, -1.5466, 2.7001], [-0.9775, -0.7373, 2.1010], [-0.8758, 0.6121, -0.0325], [0.6460, 0.7505, -0.9093], [1.3136, -0.9080, -2.4491], [-0.1509, -0.1308, -3.0824], [0.0009, -1.8994, -3.0658], [-2.1876, -1.3880, -0.2450], [-2.3051, -0.4558, -1.7527], [-1.9864, -2.1940, -1.8215], [-0.2379, 3.3678, -0.0889], [0.3185, 2.5763, 1.1166], [0.0109, 3.4697, 0.8384]],
  "nbo_charge": [-0.86, -0.05, -0.63, -0.23, -0.45, -0.41, -0.41, 0.37, 0.37, 0.18, 0.23, 0.21, 0.21, 0.19, 0.19, 0.20, 0.16, 0.20, 0.20, 0.16, 0.20, 0.46, 0.49, -0.97]
}

Entry 9:
{
  "formula": "C5H16N2O",
  "method": "ωB97M-V/def2-TZVPD",
  "smiles": "CNC[C@H](C)NC.O",
  "total_charge": 0,
  "e_tot_ha": -384.80982,
  "e_lumo_ev": 0.861,
  "de_lowest_ev": 1.313,
  "symbols": ["C", "N", "C", "C", "C", "N", "C", "H", "H", "H", "H", "H", "H", "H", "H", "H", "H", "H", "H", "H", "H", "H", "H", "O"],
  "xyz": [[-0.9719, -0.0134, 3.4846], [-1.1031, 0.1031, 2.0465], [1.3771, 0.7137, 1.8054], [-0.1016, 0.8042, 1.2892], [-0.1187, 0.2872, -0.1416], [-1.3406, 0.6561, -0.8205], [-1.4423, 0.2178, -2.1918], [-0.4118, 0.7666, 4.0022], [-1.9642, 0.0390, 3.9536], [-0.5209, -0.9514, 3.8143], [-1.4005, -0.7691, 1.6597], [1.7974, 1.7085, 1.8345], [1.9800, 0.1074, 1.1321], [1.3915, 0.1991, 2.7571], [-0.3855, 1.8492, 1.2499], [0.0289, -0.8095, -0.0783], [0.7128, 0.5923, -0.7670], [-2.1839, 0.5492, -0.2887], [-1.4736, -0.8819, -2.2686], [-0.5813, 0.4990, -2.7903], [-2.3383, 0.6019, -2.6756], [3.6865, -1.8044, -5.1292], [3.2826, -2.6402, -3.8918], [2.9326, -2.0959, -4.6072]],
  "nbo_charge": [-0.42, -0.65, -0.63, -0.05, -0.20, -0.64, -0.41, 0.20, 0.19, 0.17, 0.36, 0.21, 0.20, 0.21, 0.18, 0.14, 0.20, 0.37, 0.15, 0.19, 0.20, 0.47, 0.47, -0.94]
}

Entry 10:
{
  "formula": "C5H16N2O",
  "method": "ωB97M-V/def2-TZVPD",
  "smiles": "CC(C)CNCN.O",
  "total_charge": 0,
  "e_tot_ha": -384.74673,
  "e_lumo_ev": 0.880,
  "de_lowest_ev": 3.030,
  "symbols": ["C", "C", "C", "C", "N", "C", "N", "H", "H", "H", "H", "H", "H", "H", "H", "H", "H", "H", "H", "H", "H", "H", "H", "O"],
  "xyz": [[0.0108, 0.6836, 0.7801], [0.4749, 0.7361, -0.7338], [0.2024, 2.0475, -1.2809], [1.9345, 0.4348, -0.8168], [-0.4889, -0.6456, 1.0839], [-1.8893, -0.9813, 0.5566], [-2.1328, -1.2100, -0.9086], [0.7691, 0.9886, 1.4643], [-0.7808, 1.5282, 0.8676], [-0.1528, -0.0253, -1.2860], [-0.8534, 2.4246, -1.5588], [0.3913, 2.9224, -0.5811], [0.7720, 2.0688, -2.2097], [2.6125, 1.2439, -0.4466], [2.3289, 0.5580, -1.8749], [2.1961, -0.6778, -0.5402], [0.0620, -1.3182, 0.4898], [-2.6575, -0.2000, 0.8655], [-2.3658, -2.0679, 0.9545], [-1.9519, -2.1704, -1.3488], [-1.3771, -0.5969, -1.4017], [1.5612, -1.5882, 2.8810], [0.2668, -1.7962, 2.5048], [1.0677, -2.3586, 2.5397]],
  "nbo_charge": [-0.21, -0.25, -0.63, -0.63, -0.67, -0.07, -0.86, 0.20, 0.19, 0.18, 0.22, 0.21, 0.21, 0.23, 0.21, 0.23, 0.37, 0.19, 0.19, 0.37, 0.33, 0.45, 0.49, -0.95]
}

Entry 11:
{
  "formula": "C5H16N2O",
  "method": "ωB97M-V/def2-TZVPD",
  "smiles": "CCNCCCN.O",
  "total_charge": 0,
  "e_tot_ha": -384.80388,
  "e_lumo_ev": 0.921,
  "de_lowest_ev": 1.475,
  "symbols": ["C", "N", "C", "C", "C", "N", "C", "H", "H", "H", "H", "H", "H", "H", "H", "H", "H", "H", "H", "H", "H", "H", "H", "O"],
  "xyz": [[-1.3280, 0.2641, 0.6771], [-1.1060, 0.3657, -0.7642], [0.1823, -0.2011, -1.2184], [0.6131, -1.5413, -0.5934], [1.7655, -1.4179, 0.4141], [3.0865, -1.1153, -0.0561], [-2.6447, 0.8986, 1.1068], [-0.6559, 0.9619, 1.2057], [-1.1533, -0.7458, 1.0473], [-1.7826, -0.2119, -1.2470], [-0.0101, -0.3932, -2.2878], [0.9425, 0.5783, -1.2513], [-0.1762, -2.1885, -0.2011], [0.9669, -2.1447, -1.4516], [1.4812, -0.6382, 1.1476], [1.7243, -2.2955, 1.0698], [3.5738, -1.9301, -0.3565], [3.1154, -0.3196, -0.6673], [-2.5752, 1.3913, 2.0778], [-3.0652, 1.4359, 0.2565], [-3.4463, 0.1732, 1.3293], [0.1124, 2.7366, 0.5697], [-0.1731, 3.0724, -0.7129], [0.5526, 3.2652, -0.0942]],
  "nbo_charge": [-0.23, -0.63, -0.23, -0.46, -0.22, -0.85, -0.63, 0.17, 0.18, 0.35, 0.19, 0.20, 0.21, 0.21, 0.18, 0.19, 0.36, 0.37, 0.22, 0.23, 0.20, 0.45, 0.47, -0.92]
}

Entry 12:
{
  "formula": "C5H16N2O",
  "method": "ωB97M-V/def2-TZVPD",
  "smiles": "CCN[C@@H](C)CN.O",
  "total_charge": 0,
  "e_tot_ha": -384.82074,
  "e_lumo_ev": 0.668,
  "de_lowest_ev": 1.016,
  "symbols": ["C", "C", "N", "C", "C", "C", "N", "H", "H", "H", "H", "H", "H", "H", "H", "H", "H", "H", "H", "H", "H", "H", "H", "O"],
  "xyz": [[1.5643, -1.8356, 1.4191], [1.4611, -0.7766, 0.3183], [0.1900, -0.0805, 0.4661], [0.2242, 0.8312, -1.8595], [0.1128, 1.1464, -0.3707], [-1.2728, 1.7805, 0.0093], [-1.2463, 2.6898, 1.1304], [2.4303, -2.4898, 1.3527], [0.6685, -2.4674, 1.4093], [1.3998, -1.4177, 2.4236], [2.2555, -0.0372, 0.2677], [1.4598, -1.4292, -0.5793], [-0.5658, -0.7180, 0.2671], [-0.3497, 1.4409, -2.5571], [1.2922, 0.9677, -2.0729], [0.0710, -0.2075, -2.1631], [0.9159, 1.7781, 0.0090], [-1.6458, 2.2799, -0.8871], [-1.9419, 0.9343, 0.1708], [-0.6533, 2.3861, 1.8848], [-0.9462, 3.6026, 0.8176], [-1.8579, -3.1160, 0.2570], [-2.0807, -2.3592, -1.1177], [-1.4849, -2.9026, -0.5955]],
  "nbo_charge": [-0.61, -0.22, -0.64, -0.66, -0.06, -0.20, -0.84, 0.21, 0.20, 0.21, 0.19, 0.17, 0.36, 0.21, 0.22, 0.21, 0.19, 0.18, 0.17, 0.36, 0.35, 0.48, 0.48, -0.95]
}